No. 1
9 unconnected molecules or ions with the total composition BF4H16O8, computed with ωB97M-V/def2-TZVPD.

Properties
- 2S+1: 2
- ⟨S²⟩: 0.758
- Relative energy (zero: lowest compared OMol25 entry of this formula, charge and spin): 58.9 kJ/mol
- Orbital gap (alpha / beta): 10.570 / 2.669 eV

Last column: Mulliken spin population.
Geometry (Å):
1 B -0.46520 -0.63492 0.00547  -0.005
2 F -1.43862 -0.74358 -0.90106  0.002
3 F -1.08873 -0.14392 1.16262  -0.010
4 F 0.11657 -1.87789 0.12394  0.000
5 F 0.52231 0.24707 -0.42108  0.004
6 O 2.22988 1.38279 -2.57312  0.091
7 H 2.33560 1.10812 -1.66229  -0.003
8 H 1.45690 0.90811 -2.87876  -0.003
9 O 0.22181 -1.86549 3.30897  0.015
10 H -0.40174 -1.99917 4.02280  -0.001
11 H -0.29212 -2.00088 2.51287  0.000
12 O -3.23695 1.20919 0.18446  0.464
13 H -2.83019 2.05826 0.01167  -0.016
14 H -2.52070 0.57924 0.10456  -0.005
15 O 0.39635 -1.71021 -2.81355  0.000
16 H 0.05159 -2.60075 -2.74782  0.000
17 H 0.15939 -1.29916 -1.98222  0.000
18 O 3.66388 0.97985 0.45258  0.001
19 H 2.86343 0.59308 0.09773  0.000
20 H 4.12403 0.24664 0.86113  0.000
21 O 0.45579 3.50800 -1.85866  0.109
22 H 0.27624 3.03578 -2.67168  -0.003
23 H 0.39063 2.84158 -1.17465  -0.003
24 O -2.12399 -3.29041 0.67483  0.000
25 H -1.73259 -2.49326 0.31765  0.000
26 H -1.37917 -3.86510 0.85154  0.000
27 O -0.81802 1.92532 2.64352  0.376
28 H -0.35646 2.68929 2.29774  -0.010
29 H -0.57978 1.21244 2.05083  -0.003



No. 2
A molecular structure, C23H37N2O2P2Pt, computed with ωB97M-V/def2-TZVPD.

Properties
- 2S+1: 5
- Charge: +1
- ⟨S²⟩: 6.061
- Orbital gap (alpha / beta): 5.103 / 5.570 eV

Last column: Mulliken spin population.
Geometry (Å):
1 C 4.14720 -0.88365 0.90249  0.230
2 C 2.94565 -0.25313 0.46172  -0.021
3 N 1.78600 -1.00452 0.55591  0.096
4 C 1.73617 -2.20459 1.14110  -0.079
5 C 2.85758 -2.69705 1.78709  0.195
6 C 4.08123 -2.03980 1.65397  -0.060
7 C 2.85760 1.09185 0.12374  0.531
8 P 1.25484 1.78255 -0.34525  0.145
9 Pt -0.18012 -0.04870 -0.03978  0.734
10 P -0.84004 -2.35464 -0.00435  0.210
11 C 0.35972 -2.85541 1.30204  0.028
12 C -1.55372 0.66461 -1.45260  0.220
13 C -2.00037 1.95837 -1.20539  -0.001
14 C -3.09943 2.49989 -1.88729  0.024
15 C -3.69641 1.77909 -2.93655  -0.013
16 C -3.15468 0.53273 -3.29649  0.034
17 C -2.05091 0.00449 -2.58732  0.005
18 O 4.77565 0.52064 -3.18219  0.002
19 O 1.17479 0.21147 -5.05547  0.005
20 H 5.07913 -0.35012 0.75114  0.004
21 H 2.70835 -3.57144 2.40443  0.009
22 H 4.95171 -2.46179 2.13715  0.000
23 C 1.08344 2.95188 1.06172  0.085
24 C 1.26194 2.87869 -1.81190  0.025
25 H 0.43801 -3.95643 1.30504  0.010
26 H -0.07890 -2.50228 2.26115  -0.001
27 H 4.01370 0.79644 -2.66852  0.002
28 H 3.80708 1.58827 -0.11178  -0.043
29 C -2.46149 -2.63225 0.59322  0.019
30 C -0.49433 -3.47400 -1.37112  0.027
31 H -1.52780 2.54114 -0.41509  0.001
32 H -3.50712 3.47424 -1.57811  0.001
33 H -4.57658 2.19801 -3.45657  0.000
34 H -3.61610 -0.01263 -4.13882  0.004
35 H -1.60828 -0.92586 -2.93454  0.020
36 H 0.64979 -0.41712 -1.32595  0.441
37 H 0.47689 0.81980 -4.79796  -0.001
38 H 1.62982 0.33237 -4.24877  0.007
39 H 4.42346 -0.33563 -3.45518  0.000
40 H 0.15122 -1.16732 -1.36107  0.023
41 H 1.88074 3.70636 0.95578  -0.003
42 H 0.09618 3.43471 1.08434  0.001
43 H 1.24152 2.38148 1.99030  -0.022
44 H 2.08801 3.60463 -1.78948  0.008
45 H 1.32766 2.32421 -2.75690  -0.008
46 H 0.33037 3.45774 -1.85104  0.001
47 H -0.71406 -4.48441 -1.01585  0.005
48 H -1.14489 -3.25276 -2.22098  0.007
49 H 0.54755 -3.44527 -1.70649  -0.022
50 H -2.59673 -3.70005 0.72816  0.009
51 H -2.62201 -2.11802 1.53240  -0.002
52 H -3.17182 -2.26406 -0.13679  0.003
53 C 1.07627 0.23243 3.41061  0.078
54 C -0.36645 0.44834 3.18330  0.320
55 C -1.29240 0.81877 4.17838  0.080
56 C -2.54763 0.88988 3.56617  0.116
57 C -2.37964 0.55758 2.21050  0.324
58 C -3.46808 0.48448 1.23254  0.023
59 N -1.04969 0.32238 1.99459  0.071
60 H 1.24669 -0.74648 3.89798  0.034
61 H 1.45503 1.01378 4.09300  0.015
62 H 1.66092 0.26440 2.48301  -0.016
63 H -1.01178 1.01305 5.20044  -0.001
64 H -3.48982 1.14836 4.00182  -0.001
65 H -4.27208 -0.14984 1.62152  0.024
66 H -3.88489 1.48396 1.07323  0.038
67 H -3.14366 0.09617 0.26559  -0.001



No. 3
C15H15BrN4O4 in the gas phase, computed with ωB97M-V/def2-TZVPD.

Properties
- 2S+1: 1
- SMILES: Cc1c(/C=N/NC(=O)c2cc(Br)ccc2O)c(=O)n(C)c(=O)n1C
- Orbital gap: 8.300 eV

Last column: natural (NBO) charge in e.
Geometry (Å):
1 C 2.38242 2.20176 -0.20966  -0.692
2 C 1.11511 1.76291 -0.85442  0.376
3 C 0.11249 1.13488 -0.15859  -0.319
4 C 0.14213 0.73769 1.22457  0.107
5 N 1.17885 0.71824 1.97602  -0.307
6 N 1.07909 0.08896 3.18903  -0.443
7 C 0.44697 -1.06284 3.53881  0.652
8 O 0.36210 -1.35569 4.72934  -0.642
9 C -0.13127 -1.91900 2.47656  -0.266
10 C 0.43013 -2.02108 1.20518  -0.139
11 C -0.25208 -2.68650 0.21210  -0.122
12 C -1.46894 -3.30540 0.45998  -0.190
13 C -1.97788 -3.29424 1.73862  -0.255
14 C -1.31495 -2.62223 2.77049  0.373
15 O -1.83801 -2.65841 3.99982  -0.663
16 H -1.20496 -2.23861 4.62391  0.516
17 H -2.90209 -3.79764 1.97181  0.232
18 H -2.00058 -3.80092 -0.33725  0.231
19 Br 0.47361 -2.69032 -1.54619  0.035
20 H 1.38891 -1.57172 0.99504  0.229
21 H 1.60149 0.54157 3.93095  0.406
22 H -0.81485 0.33804 1.56552  0.220
23 C -1.10343 0.70520 -0.84734  0.684
24 O -2.02505 0.12030 -0.31431  -0.612
25 N -1.13569 0.98939 -2.20636  -0.447
26 C -0.15998 1.64305 -2.90767  0.799
27 O -0.26403 1.88630 -4.08739  -0.614
28 N 0.96917 2.02405 -2.17958  -0.411
29 C 2.00702 2.70184 -2.92859  -0.424
30 H 2.19441 3.69389 -2.51856  0.205
31 H 1.65413 2.79709 -3.95451  0.265
32 H 2.93012 2.12285 -2.92065  0.206
33 C -2.28600 0.55242 -2.97959  -0.418
34 H -3.00703 0.12805 -2.28533  0.247
35 H -2.71443 1.40183 -3.50952  0.218
36 H -1.97406 -0.19662 -3.70706  0.215
37 H 2.37127 1.91830 0.83725  0.284
38 H 2.50062 3.28085 -0.29562  0.233
39 H 3.23527 1.73175 -0.69679  0.235



No. 4
8 unconnected molecules or ions with the total composition H15O8, computed with ωB97M-V/def2-TZVPD.

Properties
- 2S+1: 1
- Charge: -1
- Relative energy (zero: lowest compared OMol25 entry of this formula, charge and spin): 234.1 kJ/mol
- Orbital gap: 9.585 eV

Last column: natural (NBO) charge in e.
Geometry (Å):
1 O 0.11630 0.11209 -0.23030  -1.302
2 H -0.64970 0.65709 -0.06230  0.440
3 O 2.37630 0.87309 0.79070  -0.948
4 H 1.67930 0.57109 0.36370  0.482
5 H 2.91530 1.00309 0.02170  0.445
6 O 0.79630 -2.64791 0.29670  -0.992
7 H 0.62630 -3.21691 -0.38830  0.458
8 H 0.36830 -1.74991 0.15470  0.509
9 O 2.04430 -0.76291 -2.07830  -0.981
10 H 1.27630 -0.38291 -1.65830  0.504
11 H 2.54730 -1.18191 -1.46030  0.462
12 O -0.19570 2.35109 -2.11330  -0.961
13 H -0.82070 2.67709 -1.35930  0.458
14 H 0.00230 1.45409 -1.89730  0.495
15 O -2.20970 -0.95691 -1.09630  -0.979
16 H -2.63770 -0.09291 -0.78730  0.452
17 H -1.32270 -0.75391 -0.79430  0.490
18 O -2.29870 1.42309 1.83370  -0.939
19 H -1.56370 1.02609 2.18070  0.486
20 H -1.97670 2.26909 1.97870  0.447
21 O -0.28770 -0.60991 2.40470  -0.987
22 H -0.11370 -0.50491 1.48070  0.493
23 H -0.67170 -1.55591 2.41970  0.469



No. 5
C4H8O in the gas phase, computed with ωB97M-V/def2-TZVPD.

Properties
- 2S+1: 1
- Relative energy (zero: lowest compared OMol25 entry of this formula, charge and spin): 384.1 kJ/mol
- Orbital gap: 8.585 eV

Last column: natural (NBO) charge in e.
Geometry (Å):
1 C 1.61290 0.20070 -0.64646  -0.604
2 C 0.17894 0.72779 -0.58355  -0.594
3 C -0.94802 -0.20027 -0.98790  0.353
4 C -1.33652 -0.73425 1.14473  -0.282
5 O -1.92123 -0.23098 -0.06491  -0.544
6 H 2.31954 1.02908 -0.76486  0.215
7 H 1.88659 -0.32952 0.27342  0.204
8 H 1.74261 -0.48772 -1.48646  0.221
9 H 0.02484 1.39366 -1.44912  0.259
10 H 0.01105 1.33548 0.31900  0.194
11 H -0.50258 -1.36725 0.81999  0.179
12 H -2.08365 -1.38107 1.60074  0.211
13 H -0.98445 0.04436 1.82537  0.189



No. 6
2 unconnected molecules or ions with the total composition CH9N2O, computed with ωB97M-V/def2-TZVPD.

Properties
- 2S+1: 1
- Charge: +1
- Relative energy (zero: lowest compared OMol25 entry of this formula, charge and spin): 3.4 kJ/mol
- Orbital gap: 11.396 eV

Last column: natural (NBO) charge in e.
Geometry (Å):
1 O 2.60652 0.13726 0.50082  -0.980
2 H 2.91050 1.04751 0.41553  0.500
3 H 1.02778 -0.36356 -0.40438  0.472
4 H 3.39894 -0.39936 0.64060  0.506
5 N 0.03728 -0.65917 -0.29773  -0.703
6 C -0.95042 0.48391 -0.02266  -0.045
7 N -2.25840 0.02565 -0.26975  -0.851
8 H -0.24733 -1.11410 -1.16845  0.435
9 H -0.03316 -1.36214 0.43837  0.431
10 H -0.77998 0.73207 1.02006  0.210
11 H -0.66574 1.24946 -0.72823  0.218
12 H -2.84687 0.55814 -0.88796  0.411
13 H -2.76923 -0.29696 0.53851  0.396